3 unconnected molecules or ions with the total composition C4H5NO, computed with the ωB97M-V functional and the def2-TZVPD basis.

Properties
Energy above the lowest of the compared OMol25 structures with the same formula, charge and spin (kJ/mol): 1194.0
Kohn-Sham gap (eV): 6.964
E_tot (hartree): -284.9598
HOMO level (eV): -8.79

Each line ends with the Löwdin charge.
Positions of all 11 atoms, in Å:
C (1.988, 1.272, -0.097)  -0.06
C (1.522, -0.345, 0.400)  -0.20
C (-0.765, -1.003, -0.113)  -0.16
C (-1.610, 0.193, 0.117)  -0.21
H (1.639, 2.549, -1.217)  0.25
H (2.808, 1.204, 0.836)  0.00
H (2.094, -1.608, 1.587)  0.24
H (-0.823, -1.436, 0.908)  0.12
H (-1.305, -1.556, -0.869)  0.12
N (-2.356, 1.055, 0.186)  0.15
O (0.658, -0.905, -0.549)  -0.26